Entry 1:
Formula: C7H10
Source: OMol25
Level of theory: wB97M-V/def2-TZVPD

Last column: Mulliken charge in e.
CARTESIAN COORDINATES (ANGSTROEM)
C  -2.1255  0.4509  -0.5187  0.346
C  -2.5690  1.4831  -1.1214  -0.851
C  0.6419  -0.0572  0.1064  -0.346
C  1.7964  0.4941  -0.3812  -0.016
C  -1.4686  -0.4652  0.0058  0.329
C  3.1274  0.5737  0.3101  -1.176
C  -1.6495  -1.7782  0.6824  -1.105
H  -2.9757  2.2888  -0.5781  0.267
H  -2.6206  1.4007  -2.1743  0.255
H  0.7981  -0.2703  1.1720  0.189
H  1.9983  0.7049  -1.4895  0.212
H  3.4141  -0.4582  0.4596  0.267
H  3.0574  1.1312  1.2899  0.281
H  3.8072  1.1239  -0.1514  0.458
H  -1.7941  -2.6667  -0.1808  0.201
H  -2.5624  -1.8883  1.2535  0.359
H  -0.8754  -2.0673  1.3158  0.329

Force components x, y, z for each atom (eV/Å):
C 0.0425 0.5012 0.0265
C -0.8552 0.4050 -0.7074
C -0.1111 0.6966 1.1065
C -1.8246 -0.6934 -2.9596
C 5.1898 -2.0773 1.5092
C -3.5646 -1.4558 4.0387
C -1.9231 -2.0661 -3.6785
H -0.2477 1.0847 0.2849
H -0.3380 0.4382 -1.0401
H -0.6055 -0.2183 -0.0368
H -1.1405 -0.0386 1.3485
H 0.7134 -0.0429 0.3127
H -0.1882 -1.0204 -0.5323
H 2.9732 1.9923 -2.7679
H 0.6948 2.2606 2.1846
H -0.3674 0.5117 0.1028
H 1.5524 -0.2775 0.8081

Calculated values
Lowest unoccupied orbital energy (Eh): 0.009
Orbital gap (eV): 9.1
Highest occupied orbital energy (eV): -8.85


Entry 2:
Formula: C8H16Cl2GaO
Source: OMol25
Level of theory: wB97M-V/def2-TZVPD

Last column: Mulliken charge in e.
CARTESIAN COORDINATES (ANGSTROEM)
Ga  0.9976  -0.2493  -0.0815  0.640
Cl  0.9830  -2.4653  -0.0264  -0.508
Cl  2.0527  1.3129  1.1193  -0.504
C  2.1284  0.0086  -1.5731  -1.644
H  2.7937  0.8637  -1.5074  0.378
H  2.5683  -0.9174  -1.9284  0.361
C  -0.2965  0.6925  -1.5674  -0.310
C  0.8373  0.4070  -2.4117  0.654
H  -0.1311  1.6008  -0.9284  0.127
C  0.6032  -0.6216  -3.5518  -0.861
H  1.0912  1.3590  -2.9205  0.274
C  -0.6178  -0.2345  -4.3908  -0.723
H  1.4865  -0.6286  -4.1997  0.340
H  0.4753  -1.6332  -3.1407  0.240
C  -1.8537  -0.1172  -3.5151  -0.599
H  -0.4382  0.7066  -4.9182  0.342
H  -0.7953  -1.0005  -5.1534  0.324
C  -1.6495  0.7519  -2.2423  -0.777
H  -2.6965  0.2720  -4.1074  0.314
H  -2.0903  -1.1297  -3.1565  0.283
H  -1.8044  1.7992  -2.5463  0.335
H  -2.4710  0.5168  -1.5469  0.208
C  0.4728  -1.0722  2.9196  -0.653
O  -0.1595  -0.4587  1.7568  -0.379
H  0.7701  -2.0805  2.6174  0.249
H  -0.2530  -1.1398  3.7357  0.281
H  1.3628  -0.5117  3.2415  0.284
H  -0.4972  0.4008  2.0679  0.325

Force components x, y, z for each atom (eV/Å):
Ga -1.6530 -0.2673 -0.1692
Cl -0.0299 -1.4023 0.3798
Cl 0.3660 1.0901 1.4425
C -0.4556 0.5379 -1.8477
H 0.3517 -0.2508 -0.0689
H 0.3881 0.1177 -0.2878
C -1.0648 -0.6319 3.4912
C 3.1655 0.2900 -2.7320
H -0.1689 -0.1391 -1.0429
C -0.3445 0.6598 0.2544
H 0.2322 -0.1197 -0.5539
C 0.0983 -0.2838 0.1307
H 0.0417 -0.0777 0.2067
H -0.0223 0.1417 0.0471
C 0.1425 -0.1929 0.8277
H 0.1244 0.0997 0.0376
H -0.0246 0.0655 -0.1147
C -0.5506 0.4076 -0.2940
H 0.0586 -0.1902 0.2816
H -0.1602 0.0776 -0.2264
H -0.1854 0.0487 -0.1074
H 0.1817 0.1104 -0.1118
C -0.0405 -0.1021 -0.3348
O -0.4169 -0.0439 1.5851
H -0.1036 0.2879 -0.0198
H 0.0495 0.0496 -0.0826
H -0.3112 -0.0178 -0.2293
H 0.3316 -0.2648 -0.4610

Calculated values
Lowest unoccupied orbital energy (Eh): 0.121
Orbital gap (eV): 6.6
Total charge: -1
Highest occupied orbital energy (eV): -3.30


Entry 3:
Formula: C3H11NP2Si
Source: OMol25
Level of theory: wB97M-V/def2-TZVPD

Last column: Mulliken charge in e.
CARTESIAN COORDINATES (ANGSTROEM)
C  -0.7018  -2.0345  0.4453  -0.974
C  0.4825  0.4285  1.6725  -1.095
C  -1.3010  0.8771  -1.0811  -1.066
N  1.7327  2.0429  -2.2117  -0.244
Si  0.0206  -0.3723  -0.0115  0.358
P  1.1261  2.0402  -3.6272  0.146
P  1.6901  -1.0077  -1.4508  -0.087
H  0.1247  -2.6941  0.7015  0.308
H  -1.3016  -1.8562  1.3539  0.277
H  -1.3394  -2.4398  -0.3462  0.304
H  1.1900  -0.1656  2.2733  0.340
H  1.1068  1.2853  1.5161  0.352
H  -0.4439  0.6686  2.0573  0.333
H  -2.1868  1.2764  -0.5214  0.338
H  -0.7946  1.7301  -1.3624  0.285
H  -1.6240  0.3602  -2.0228  0.299
H  0.1435  3.2981  -3.7862  0.109
H  2.6493  -1.0317  -0.4669  0.016

Force components x, y, z for each atom (eV/Å):
C -0.6671 0.5761 0.2277
C 2.5833 -1.0807 -2.1828
C -0.5236 -2.8267 1.3824
N -0.3183 0.3375 -0.0211
Si -0.7297 1.3168 -0.8205
P -0.8379 0.7618 -0.5326
P -0.9312 0.4537 -0.6149
H -0.0884 -0.2269 -0.0709
H 0.0389 -0.3162 -0.2811
H 0.2062 -0.1788 0.2037
H -0.9787 -0.4061 0.0745
H -0.1328 1.0415 -0.3003
H -1.7188 0.5402 1.5586
H 0.6008 -0.8687 -0.2769
H 1.4433 1.7680 -0.6010
H 0.1269 0.2846 0.9030
H 1.2123 -1.1857 0.5804
H 0.7146 0.0097 0.7719

Calculated values
Lowest unoccupied orbital energy (spin up / spin down) (Eh): -0.036 / -0.060
Orbital gap (spin up / spin down) (eV): 8.1 / 6.5
Highest occupied orbital energy (spin up / spin down) (eV): -9.08 / -8.17


Entry 4:
Formula: C39H38GeInN10O2Se
Source: OMol25
Level of theory: wB97M-V/def2-TZVPD

Last column: Mulliken charge in e.
CARTESIAN COORDINATES (ANGSTROEM)
In  -0.7580  -1.2069  0.1165  0.458
N  1.3749  -2.2612  3.5071  -0.327
N  0.4843  -2.8286  4.4544  -0.064
C  -0.8390  -2.7472  4.3195  0.438
N  -1.5738  -3.3909  5.2341  -0.351
N  -1.2386  -2.0394  3.2485  0.311
N  -2.5348  -1.9729  2.9044  0.460
O  -2.7536  -1.4607  1.7889  -0.495
O  -3.4997  -2.2984  3.6052  -0.779
H  1.1581  -2.6819  2.6086  0.052
H  2.2984  -2.5659  3.7757  0.260
H  0.8600  -3.4687  5.1262  0.159
H  -1.1488  -4.0122  5.8957  0.169
H  -2.5702  -3.3545  5.1147  0.216
C  -0.9428  0.9825  -2.6603  -0.363
C  -2.2872  0.3954  -2.9600  1.291
C  -3.0939  1.0157  -3.8933  -0.619
C  -4.3563  0.5163  -4.2161  -0.734
C  -4.8323  -0.6459  -3.5973  -0.930
C  -4.0703  -1.3158  -2.6682  1.140
C  -4.5840  -2.5580  -1.9956  -1.295
C  -2.7477  -0.8175  -2.2970  0.059
N  -2.1000  -1.5183  -1.3903  -0.488
H  -0.5073  1.4315  -3.5546  0.630
H  -0.2591  0.2235  -2.2994  -0.862
H  -1.0193  1.7633  -1.9032  0.156
H  -2.7351  1.9189  -4.3802  0.454
H  -4.9641  1.0251  -4.9581  0.396
H  -5.8183  -1.0245  -3.8494  0.377
H  -5.6028  -2.7797  -2.3174  0.417
H  -4.5609  -2.4508  -0.9098  0.199
H  -3.9407  -3.4118  -2.2224  0.262
Se  0.2418  -6.0941  0.8654  -0.189
C  -0.0325  -4.3544  0.7144  0.295
N  -0.1775  -3.1974  0.6515  -0.573
C  3.6895  3.2397  0.6469  -0.636
C  3.1001  3.3218  1.9021  -0.708
C  1.8930  2.6746  2.1537  -0.486
C  1.2638  1.9318  1.1514  -0.103
C  1.8643  1.8688  -0.1078  0.110
C  3.0676  2.5157  -0.3636  -0.661
Ge  -0.4367  1.0362  1.4523  1.067
C  -1.8458  2.1553  0.6721  -0.003
C  -3.1228  1.6382  0.4229  0.387
C  -4.0911  2.4101  -0.2125  -0.846
C  -3.7978  3.7097  -0.6052  -0.582
C  -2.5392  4.2416  -0.3505  -0.703
C  -1.5733  3.4696  0.2847  -0.356
C  -0.7523  0.9038  3.3643  0.126
C  -1.9836  1.2861  3.9003  -0.201
C  -2.2227  1.1815  5.2681  -0.622
C  -1.2316  0.6982  6.1115  -0.674
C  0.0012  0.3145  5.5881  -0.696
C  0.2375  0.4125  4.2241  -0.537
H  4.6289  3.7443  0.4539  0.378
H  3.5821  3.8907  2.6886  0.411
H  1.4418  2.7476  3.1372  0.351
H  1.3794  1.3135  -0.9025  0.343
H  3.5203  2.4526  -1.3476  0.490
H  -3.3710  0.6220  0.7104  0.465
H  -5.0696  1.9870  -0.4131  0.406
H  -4.5477  4.3059  -1.1127  0.391
H  -2.3066  5.2575  -0.6516  0.400
H  -0.5895  3.8907  0.4675  0.395
H  -2.7653  1.6631  3.2489  0.257
H  -3.1850  1.4785  5.6719  0.424
H  -1.4161  0.6222  7.1760  0.393
H  0.7753  -0.0677  6.2461  0.389
H  1.1899  0.0833  3.8179  0.538
C  0.7871  -2.8452  -3.7282  -0.910
C  0.7343  -2.8438  -2.3459  0.015
N  1.3835  -1.9342  -1.5968  -0.062
C  2.1327  -1.0336  -2.2345  -0.777
C  2.2500  -0.9466  -3.6128  0.750
C  1.5306  -1.8644  -4.3668  -0.524
C  2.9820  0.1685  -4.2623  -1.028
C  4.1375  0.7568  -3.9400  -0.509
C  5.1469  0.3776  -2.9174  1.133
C  6.2501  1.1989  -2.7171  -0.590
C  7.1838  0.8052  -1.7771  -0.233
N  7.0616  -0.3192  -1.0717  -0.596
C  5.9678  -1.0367  -1.3350  -0.165
N  5.0081  -0.7489  -2.2107  -0.312
H  0.2415  -3.5914  -4.2905  0.460
H  0.1454  -3.5800  -1.8120  0.146
H  2.6873  -0.3476  -1.6078  0.745
H  1.5599  -1.8138  -5.4529  0.491
H  2.4528  0.5954  -5.1122  0.390
H  4.4246  1.6171  -4.5358  0.309
H  6.3700  2.1163  -3.2797  0.392
H  8.0631  1.4098  -1.5758  0.399
H  5.8434  -1.9554  -0.7687  0.442

Force components x, y, z for each atom (eV/Å):
In 0.1180 0.2284 0.3305
N -0.2205 -0.2824 -0.0073
N 0.2644 0.1357 -0.0446
C -0.1848 0.2575 -0.4865
N -0.3258 0.2624 -0.3152
N -0.2015 -0.5458 0.0758
N -0.8884 0.5221 -0.0356
O 0.5984 -0.2920 0.1160
O 1.0960 -0.3111 0.2861
H 0.0140 -0.0787 -0.2517
H 0.1797 -0.0281 0.0320
H 0.0860 -0.1428 0.1039
H -0.0405 -0.0393 0.0329
H -0.2586 -0.0251 0.0349
C -0.0877 -0.0111 -0.0660
C -0.0687 -0.1604 0.0138
C -0.0941 -0.0480 0.0269
C 0.0378 -0.0551 0.0242
C 0.0191 0.1297 -0.0344
C 0.0902 -0.0692 0.0186
C 0.0933 0.0880 -0.0574
C -0.0525 -0.1256 0.1181
N -0.1307 0.1912 -0.1028
H -0.0174 0.0114 0.0020
H 0.1712 -0.1492 0.0354
H -0.0119 0.0610 0.1112
H -0.0320 -0.0833 0.0223
H 0.0481 -0.0448 0.0931
H 0.0619 0.0324 0.0036
H 0.0522 0.0141 -0.0050
H -0.0116 0.0267 -0.0378
H -0.0295 0.0439 0.0022
Se -0.0009 -0.0213 0.0135
C 0.0851 -0.0637 0.1824
N -0.1403 0.1833 -0.0271
C -0.0469 -0.0134 0.0051
C -0.0537 -0.0441 -0.0199
C 0.0754 -0.0366 -0.1627
C 0.2377 0.1189 -0.0265
C 0.0776 0.1258 0.1160
C -0.0490 -0.0342 0.0467
Ge -0.1399 -0.3165 -0.2706
C -0.1516 0.0649 -0.0889
C 0.0506 0.1520 -0.1038
C 0.0704 -0.0510 0.0423
C 0.0422 -0.0007 0.0056
C -0.0279 -0.0200 0.0102
C -0.0171 -0.0706 0.0053
C -0.0376 0.0411 0.3132
C 0.1593 -0.0818 0.0372
C 0.0074 -0.0399 -0.0252
C 0.0305 -0.0300 -0.0707
C -0.0709 0.0363 -0.0478
C -0.0292 0.3445 -0.0471
H -0.0188 -0.0218 0.0120
H -0.0239 -0.0145 -0.0210
H 0.0156 -0.0077 -0.0191
H -0.0056 -0.0037 -0.0308
H -0.0260 0.0040 0.0261
H 0.0241 -0.0119 -0.0009
H 0.0617 0.0256 0.0128
H 0.0335 -0.0245 0.0268
H -0.0168 -0.0596 0.0196
H -0.0269 -0.0037 -0.0227
H 0.0349 0.0039 0.0314
H 0.0724 -0.0224 -0.0237
H -0.0020 -0.0031 -0.0015
H -0.0338 0.0408 -0.0255
H -0.2010 0.1465 0.1066
C 0.0829 0.0011 -0.0435
C 0.1871 0.1811 0.0731
N -0.3818 0.0724 -0.3302
C 0.0534 -0.1430 0.4880
C 0.1206 0.2310 -0.2344
C -0.0428 -0.0321 -0.1945
C -0.1932 -0.1758 0.1470
C 0.2407 -0.1596 0.2206
C -0.3213 0.0166 -0.1147
C 0.0685 0.1400 -0.0609
C 0.0145 -0.0737 0.0985
N -0.2285 -0.0086 -0.1417
C -0.0151 0.1716 -0.0982
N 0.2778 -0.0823 0.0693
H 0.0023 0.0442 0.0253
H 0.0106 0.0667 -0.0220
H -0.1777 0.0490 0.0017
H -0.0176 -0.0174 0.1238
H 0.0666 -0.0438 0.0200
H 0.0273 -0.0312 0.0074
H 0.0289 -0.0362 0.0209
H -0.0392 -0.0295 -0.0184
H 0.0034 0.0561 -0.0538

Calculated values
Lowest unoccupied orbital energy (spin up / spin down) (Eh): -0.015 / -0.028
Orbital gap (spin up / spin down) (eV): 6.8 / 6.8
2S+1: 2
Highest occupied orbital energy (spin up / spin down) (eV): -7.20 / -7.53